No. 1
This record from OMol25 describes a structure of composition C51H123N8O14V. The level of theory is the ωB97M-V functional and the def2-TZVPD basis.

Element x y z (Å)
O -2.565 -3.127 -0.646
V -3.084 -1.597 -0.461
O -2.837 -0.870 -1.803
C -0.209 -1.400 -0.047
C -1.193 -0.463 0.719
C -1.242 0.905 0.015
O -2.481 -1.003 0.834
H -0.579 -1.554 -1.061
H -0.271 -2.367 0.453
H 0.803 -1.000 0.013
H -0.661 -0.295 1.655
H -1.364 0.933 -1.068
H -0.311 1.409 0.277
H -2.091 1.498 0.356
C 1.119 0.928 1.966
C 1.107 2.061 2.965
C 1.892 3.345 2.475
O 3.205 2.970 2.133
C 3.968 3.988 1.557
N -0.305 2.398 3.145
H 0.534 0.065 2.283
H 2.133 0.560 1.807
H 0.666 1.205 1.014
H 1.618 1.735 3.870
H 1.987 4.087 3.268
H 1.443 3.891 1.645
H 3.534 4.413 0.652
H 5.002 3.739 1.318
H 4.103 4.811 2.259
H -0.809 1.526 3.224
H -0.537 2.573 2.178
C 0.554 0.966 -2.347
C 0.528 2.182 -1.345
C 1.570 3.292 -1.658
O 2.925 2.878 -1.639
C 3.348 2.093 -0.507
N -0.724 2.843 -1.530
H 1.452 0.419 -2.058
H 0.613 1.360 -3.362
H -0.310 0.304 -2.285
H 0.553 1.871 -0.300
H 1.443 4.088 -0.924
H 1.470 3.706 -2.661
H 3.137 1.024 -0.542
H 2.797 2.389 0.386
H 4.428 2.105 -0.357
H -0.574 3.801 -1.249
H -0.919 3.003 -2.508
C -0.133 4.924 0.983
C -1.067 3.712 1.143
C -2.299 3.816 0.253
O -3.149 4.835 0.734
C -4.413 4.835 -0.036
N -0.276 2.542 0.865
H 0.482 5.061 1.872
H -0.711 5.838 0.854
H 0.486 4.885 0.086
H -1.480 3.658 2.150
H -2.796 2.847 0.205
H -2.004 4.130 -0.748
H -4.845 5.819 0.148
H -4.999 3.991 0.327
H -4.403 4.864 -1.125
H -0.160 2.440 -0.133
H -0.801 1.720 1.127
C 2.018 -4.575 2.525
O 0.748 -4.454 1.806
C 0.084 -3.195 1.983
C -1.316 -3.168 1.316
N -2.218 -4.071 1.930
C -3.406 -4.344 1.178
C -4.396 -5.376 1.820
O -3.724 -6.632 1.869
C -4.529 -7.857 1.596
H 2.735 -3.833 2.176
H 2.465 -5.567 2.460
H 2.054 -4.412 3.602
H 0.660 -2.347 1.611
H 0.062 -2.972 3.050
H -1.227 -3.347 0.245
H -1.632 -2.126 1.347
H -1.684 -4.927 1.969
H -3.132 -4.667 0.174
H -3.936 -3.399 1.064
H -5.330 -5.418 1.260
H -4.632 -5.071 2.839
H -5.372 -7.955 2.281
H -3.860 -8.704 1.749
H -4.772 -7.771 0.537
C -2.242 -3.313 4.145
O -3.060 -2.168 3.881
C -3.823 -2.338 2.745
C -4.435 -1.100 2.248
N -3.392 -0.108 2.368
C -4.009 1.099 1.804
C -3.070 2.355 1.980
O -2.989 2.575 3.390
C -2.432 3.820 3.892
H -1.851 -3.469 5.150
H -1.350 -3.162 3.537
H -2.687 -4.278 3.901
H -4.675 -2.997 2.907
H -3.402 -3.004 1.992
H -5.340 -0.972 2.841
H -4.808 -1.146 1.225
H -2.822 -0.479 1.622
H -4.901 1.403 2.352
H -4.138 0.939 0.734
H -3.550 3.199 1.485
H -2.082 2.206 1.544
H -2.460 3.937 4.975
H -2.942 4.715 3.538
H -1.361 3.917 3.715
C -2.831 -0.246 -4.465
O -2.788 1.128 -4.442
C -2.489 1.563 -3.107
C -2.427 3.061 -3.310
N -1.180 3.420 -3.967
C -1.200 4.796 -4.347
C -1.082 5.798 -3.135
O 0.004 5.486 -2.267
C 0.247 6.455 -1.218
H -2.944 -0.590 -5.493
H -3.678 -0.568 -3.859
H -1.870 -0.620 -4.112
H -1.562 1.144 -2.716
H -3.227 1.407 -2.321
H -2.419 3.348 -2.258
H -3.293 3.536 -3.770
H -1.012 2.891 -4.811
H -2.149 5.029 -4.830
H -0.454 4.996 -5.116
H -2.039 5.793 -2.612
H -1.087 6.821 -3.511
H -0.626 6.459 -0.566
H 0.433 7.371 -1.780
H 1.189 6.186 -0.740
C 4.680 -1.241 -0.476
C 3.961 -1.052 0.899
C 4.262 -2.284 1.789
C 5.601 -2.314 2.577
C 5.807 -0.943 3.250
C 5.558 0.340 2.369
N 4.304 0.218 1.609
O 4.028 1.379 0.835
C 5.417 1.517 3.357
C 6.834 0.605 1.518
C 2.415 -1.135 0.685
H 5.758 -1.394 -0.417
H 4.435 -0.430 -1.161
H 4.366 -2.095 -1.077
H 3.436 -2.532 2.456
H 4.374 -3.182 1.182
H 6.446 -2.607 1.954
H 5.647 -3.023 3.403
H 6.790 -0.897 3.717
H 5.137 -0.935 4.110
H 4.510 1.486 3.960
H 6.198 1.437 4.112
H 5.328 2.481 2.855
H 6.770 1.583 1.041
H 7.754 0.522 2.097
H 7.020 -0.109 0.715
H 2.022 -0.522 -0.126
H 1.868 -0.805 1.568
H 2.097 -2.154 0.462
H 3.194 1.704 1.184
C 1.019 -0.969 -3.022
C 1.482 -2.482 -3.405
C 1.749 -3.287 -2.125
C 0.520 -3.958 -1.504
C -0.190 -4.907 -2.534
C -0.613 -4.009 -3.787
N 0.552 -3.268 -4.266
O 0.290 -2.539 -5.406
C -1.031 -4.987 -4.887
C -1.866 -3.015 -3.489
C 2.911 -2.421 -4.119
H 1.119 -0.331 -3.899
H 1.573 -0.508 -2.204
H -0.040 -0.881 -2.776
H 2.393 -4.130 -2.376
H 2.202 -2.714 -1.316
H -0.185 -3.213 -1.137
H 0.793 -4.549 -0.629
H -1.151 -5.247 -2.147
H 0.372 -5.794 -2.824
H -0.151 -5.552 -5.191
H -1.757 -5.709 -4.512
H -1.416 -4.509 -5.788
H -1.912 -2.215 -4.228
H -2.825 -3.525 -3.581
H -1.739 -2.294 -2.681
H 3.160 -3.415 -4.489
H 3.732 -2.052 -3.504
H 2.799 -1.705 -4.934
H 0.533 -3.147 -6.109

ΔE to the lowest compared entry with this formula, charge and spin ... 3885.10 kJ/mol
Multiplicity ... 1
HOMO-LUMO gap ... 6.16 eV


No. 2
This record from OMol25 describes a structure of composition C42H46HfN5O4P2Te4. The level of theory is the ωB97M-V functional and the def2-TZVPD basis.

Element x y z (Å)
Hf 0.079 -0.729 0.024
C -1.663 -1.172 3.956
C -0.281 -0.833 3.571
N 0.184 -0.687 2.344
C 1.565 -0.493 2.475
C 1.905 -0.509 3.770
N 0.723 -0.715 4.436
C 3.127 -0.318 4.609
O 4.263 -0.110 3.994
O 3.002 -0.349 5.808
C 2.449 -0.420 1.271
O 3.655 -0.343 1.366
O 1.848 -0.007 0.107
H -2.252 -1.371 3.077
H -2.124 -0.357 4.519
H -1.658 -2.064 4.582
H 0.697 -0.804 5.442
H 4.139 -0.213 3.026
C -2.236 3.119 -0.033
N -1.235 3.944 0.604
C -0.059 4.139 -0.245
P 0.881 2.535 -0.246
C 2.280 2.855 -1.373
C 3.499 2.176 -1.240
C 4.513 2.362 -2.172
C 4.324 3.208 -3.260
C 3.109 3.859 -3.420
C 2.092 3.679 -2.489
C 1.550 2.724 1.458
C 2.824 3.207 1.758
C 3.226 3.360 3.080
C 2.351 3.074 4.122
C 1.065 2.635 3.835
C 0.680 2.442 2.516
C -1.705 5.141 1.267
C -0.988 5.633 2.355
C -1.401 6.792 3.000
C -2.539 7.468 2.572
C -3.256 6.978 1.491
C -2.840 5.823 0.834
P -2.197 1.240 0.182
C -3.455 0.978 -1.130
C -4.804 1.267 -0.931
C -5.712 1.127 -1.977
C -5.281 0.707 -3.229
C -3.932 0.450 -3.444
C -3.026 0.592 -2.400
C -3.177 1.031 1.705
C -3.125 1.977 2.730
C -3.910 1.817 3.869
C -4.743 0.712 3.992
C -4.783 -0.241 2.979
C -3.997 -0.088 1.844
H -2.248 3.259 -1.117
H -3.221 3.372 0.345
H 0.562 4.933 0.153
H -0.361 4.413 -1.264
H 3.667 1.500 -0.410
H 5.456 1.841 -2.046
H 5.121 3.359 -3.979
H 2.947 4.512 -4.272
H 1.151 4.199 -2.643
H 3.508 3.478 0.965
H 4.227 3.716 3.296
H 2.670 3.202 5.151
H 0.364 2.439 4.640
H -0.320 2.099 2.308
H -0.103 5.106 2.690
H -0.832 7.166 3.844
H -2.859 8.373 3.074
H -4.138 7.503 1.140
H -3.401 5.467 -0.025
H -5.161 1.594 0.040
H -6.760 1.352 -1.811
H -5.994 0.580 -4.037
H -3.587 0.126 -4.421
H -1.976 0.361 -2.582
H -2.492 2.857 2.642
H -3.880 2.569 4.652
H -5.366 0.597 4.874
H -5.427 -1.110 3.068
H -4.051 -0.824 1.049
Te -2.283 -2.400 -1.077
Te -2.353 -3.918 1.138
Te 0.205 -4.333 1.860
Te 1.901 -2.820 0.517
C -0.357 1.039 -4.889
C 0.479 -0.224 -4.688
C 1.970 0.123 -4.758
C 0.124 -1.255 -5.751
N 0.103 -0.855 -3.397
N 0.559 -0.116 -2.274
H -0.127 1.481 -5.861
H -0.142 1.805 -4.132
H -1.425 0.803 -4.863
H 2.233 0.430 -5.774
H 2.588 -0.746 -4.499
H 2.236 0.958 -4.098
H 0.193 -0.810 -6.746
H -0.896 -1.620 -5.600
H 0.808 -2.111 -5.714
H 0.492 -1.787 -3.337
H 0.087 0.779 -2.332
H 1.545 0.115 -2.324

ΔE to the lowest compared entry with this formula, charge and spin ... 247.17 kJ/mol
Multiplicity ... 1
Net charge ... +1
HOMO-LUMO gap ... 5.65 eV


No. 3
This record from OMol25 describes a structure of composition C4H5NO2. The level of theory is the ωB97M-V functional and the def2-TZVPD basis.

Element x y z (Å)
N 0.479 1.430 1.081
C 0.257 0.544 0.035
C -1.255 0.119 -0.421
C -0.801 -1.174 -0.070
O 0.289 -1.587 -0.837
C 1.150 -0.583 -0.391
O 2.340 -0.678 -0.322
H 0.595 1.577 -0.381
H 1.260 1.075 1.648
H -1.989 0.578 0.236
H -1.400 0.343 -1.477
H -0.925 -1.644 0.900

ΔE to the lowest compared entry with this formula, charge and spin ... 556.10 kJ/mol
Multiplicity ... 1
HOMO-LUMO gap (alpha / beta) ... 8.60 / 7.85 eV


No. 4
This record from OMol25 describes an isolated molecule of C5H10FNO. The level of theory is the ωB97M-V functional and the def2-TZVPD basis.

Element x y z (Å)
C -1.215 -0.481 0.381
C 0.042 -1.158 1.087
C 0.767 0.155 1.011
C 1.725 0.230 -0.141
C -0.614 0.863 0.671
H -2.123 -1.376 -1.223
H -0.571 -0.936 -1.508
H -2.190 -0.735 0.939
H -0.149 -1.526 2.078
H 0.457 -1.981 0.529
H 1.259 0.455 1.926
H 1.858 1.294 -0.463
H 2.692 -0.185 0.194
H -1.052 1.395 1.513
H -1.138 1.446 -1.045
N -1.432 -0.693 -1.025
O -0.536 1.794 -0.386
F 1.226 -0.557 -1.192

ΔE to the lowest compared entry with this formula, charge and spin ... 67.74 kJ/mol
SMILES ... N[C@H]1C[C@@H](CF)[C@H]1O
Multiplicity ... 1
HOMO-LUMO gap ... 10.26 eV


No. 5
This record from OMol25 describes a cluster of 3 separate species, C4H15N2O2 in total. The level of theory is the ωB97M-V functional and the def2-TZVPD basis.

Element x y z (Å)
C 1.910 1.680 2.146
C 1.125 0.357 2.215
C 0.553 -0.078 0.905
C 0.321 0.892 -0.107
N -0.030 0.566 -1.500
N 0.154 -1.303 0.743
H 1.271 2.556 2.286
H 2.473 1.985 1.257
H 2.680 1.721 2.902
H 0.371 0.548 2.981
H 1.830 -0.380 2.600
H 0.454 1.945 0.088
H -0.879 1.120 -1.723
H 0.732 0.792 -2.150
H -0.135 -0.459 -1.609
H -0.203 -1.671 -0.138
H 0.341 -2.022 1.441
H -3.703 0.628 -1.711
H -3.380 0.785 -0.199
O -3.000 0.861 -1.083
H 0.746 -2.738 -2.398
H -0.655 -3.250 -2.221
O -0.154 -2.424 -2.234

ΔE to the lowest compared entry with this formula, charge and spin ... 41.71 kJ/mol
⟨S²⟩ ... 0.762
Multiplicity ... 2
Net charge ... +2
HOMO-LUMO gap (alpha / beta) ... 11.18 / 7.54 eV


No. 6
This record from OMol25 describes a structure of composition C29H44IN3OS2SiV. The level of theory is the ωB97M-V functional and the def2-TZVPD basis.

Element x y z (Å)
V -0.463 -0.143 0.757
C 5.048 1.527 4.175
Si 3.782 0.148 4.045
C 2.471 0.321 5.378
C 4.569 -1.558 4.096
C 3.076 0.231 2.242
C 4.011 0.364 1.217
C 3.666 0.308 -0.132
C 2.350 0.100 -0.453
N 1.422 -0.024 0.503
C 1.745 0.061 1.819
S 0.339 -0.010 2.863
H 5.364 1.627 5.216
H 4.649 2.492 3.857
H 5.945 1.320 3.589
H 2.967 0.356 6.351
H 1.788 -0.527 5.398
H 1.887 1.236 5.278
H 5.090 -1.699 5.045
H 5.301 -1.696 3.298
H 3.820 -2.348 4.009
H 5.050 0.525 1.485
H 4.410 0.409 -0.909
H 2.016 0.034 -1.481
C 0.800 4.144 -1.446
C 1.354 3.999 -0.041
S 0.207 3.246 1.154
O -0.294 1.978 0.471
C -1.184 4.456 1.082
C -2.272 4.085 0.085
H 1.620 4.332 -2.138
H 0.099 4.972 -1.532
H 0.303 3.224 -1.756
H 1.634 4.953 0.409
H 2.224 3.340 -0.021
H -0.738 5.426 0.863
H -1.565 4.481 2.103
H -2.048 4.452 -0.915
H -3.219 4.518 0.404
H -2.390 3.006 0.035
C -6.300 -1.695 2.225
C -5.053 -0.858 2.225
C -4.817 0.071 3.239
C -3.696 0.890 3.224
C -3.461 1.887 4.324
C -2.815 0.793 2.153
C -3.008 -0.147 1.126
C -4.132 -0.980 1.196
N -2.064 -0.205 0.082
C -2.428 -0.317 -1.341
C -3.637 0.559 -1.676
C -1.206 0.188 -2.127
C -2.677 -1.773 -1.772
H -6.586 -1.986 3.234
H -6.180 -2.595 1.625
H -7.123 -1.115 1.801
H -5.532 0.165 4.048
H -4.222 2.668 4.308
H -2.482 2.358 4.237
H -3.520 1.402 5.298
H -2.008 1.510 2.087
H -4.296 -1.746 0.454
H -3.469 1.586 -1.352
H -4.546 0.190 -1.206
H -3.792 0.556 -2.755
H -0.978 1.219 -1.855
H -1.415 0.145 -3.194
H -0.328 -0.449 -1.942
H -3.517 -2.235 -1.263
H -1.794 -2.392 -1.613
H -2.905 -1.778 -2.838
I 1.710 -5.094 -1.616
C 0.546 -4.196 -0.128
C -0.110 -4.938 0.846
C -0.869 -4.263 1.789
C -0.937 -2.884 1.749
N -0.299 -2.168 0.811
C 0.421 -2.818 -0.111
H -0.030 -6.017 0.867
H -1.403 -4.802 2.559
H -1.509 -2.329 2.481
H 0.920 -2.232 -0.872

ΔE to the lowest compared entry with this formula, charge and spin ... 0.00 kJ/mol
⟨S²⟩ ... 0.842
Multiplicity ... 2
Net charge ... +2
HOMO-LUMO gap (alpha / beta) ... 7.17 / 8.01 eV


no.,maximum force (eV/A)
1,14.8
2,3.4
3,2.5
4,3.0
5,1.8
6,1.9